1.
# C6H11IN

An isolated ion of composition C6H11IN and charge +1 (ωB97M-V with the def2-TZVPD basis set, the OMol25 dataset).

```
19
Properties=species:S:1:pos:R:3:lowdin_charge:R:1
H -0.0944 0.3377 -1.9411 0.119
C 1.0392 1.3743 -0.5741 -0.205
C -1.8414 -0.1263 -0.1223 -0.069
C 0.5087 -0.0387 -1.1323 -0.098
I 1.7430 -1.9663 1.7470 1.101
H -1.9011 -2.3067 0.2971 0.139
H 1.5121 2.2549 1.4058 0.132
H 2.2560 0.7454 1.0491 0.060
H 1.9224 1.6371 -1.2940 0.146
H -1.3214 -2.0643 -1.3028 0.135
C 0.1171 -0.8087 1.3412 -0.457
H -2.4752 -0.0156 0.8274 0.156
H 1.3684 -0.5645 -1.4490 0.098
H -0.5290 -0.5660 2.2454 0.105
C -0.3882 -0.5605 -0.0117 -0.542
H -2.0532 0.6768 -0.8236 0.126
H 0.2857 2.1686 -0.7736 0.118
N 1.3719 1.3308 0.8940 0.000
C -1.5204 -1.5080 -0.3824 -0.066
```

Values from the calculation:
- HOMO level (spin up / spin down): -13.9 / -13.9 eV
- E_LUMO (spin up / spin down): -5.62 / -5.62 eV
- Molar mass: 224.1 g mol⁻¹
- F_max: 3.8 eV/Å
- Total charge: +1
- Frontier orbital gap (spin up / spin down): 8.31 / 8.31 eV
- Energy above the lowest of the compared OMol25 structures with the same formula, charge and spin: 250.5 kJ/mol

***

2.
# C5H10O2

The molecule C5H10O2 (ωB97M-V with the def2-TZVPD basis set, the OMol25 dataset).

```
17
Properties=species:S:1:pos:R:3:lowdin_charge:R:1
H -0.7993 1.4406 -1.1555 0.097
H 1.6691 -0.7015 -1.1317 0.109
C -0.9291 -0.4296 -0.6565 -0.469
O 2.5986 1.2499 1.4154 0.005
H -0.7326 -1.3513 -1.2187 0.144
H -2.5690 0.4395 0.4720 0.082
H 1.7774 1.1064 1.9111 0.091
C -2.3379 -0.4824 -0.0782 -0.056
H 0.0775 -1.1721 1.0923 0.126
H -0.0878 0.5850 1.0462 0.117
C 1.5157 -0.1884 -0.1885 -0.110
C 0.1489 -0.2995 0.4271 -0.168
O -0.8171 0.5976 -1.6263 -0.037
H -2.4648 -1.3269 0.6084 0.081
H -3.0654 -0.5815 -0.8884 0.081
H 3.4721 0.5892 -0.2937 0.116
C 2.5438 0.5248 0.2652 -0.209
```

Values from the calculation:
- HOMO level: -8.8 eV
- E_LUMO: 0.75 eV
- Molar mass: 102.1 g mol⁻¹
- F_max: 0.4 eV/Å
- SMILES string: C[C@@H](O)C/C=C\O
- Frontier orbital gap: 9.55 eV
- Energy above the lowest of the compared OMol25 structures with the same formula, charge and spin: 161.9 kJ/mol

***

3.
# C3H4N2S3

C3H4N2S3 as an isolated structure (ωB97M-V with the def2-TZVPD basis set, the OMol25 dataset).

```
12
Properties=species:S:1:pos:R:3:lowdin_charge:R:1
N -0.8613 1.2434 0.3284 -0.305
H -1.1461 3.2344 -0.6924 0.066
H 1.7759 -2.3638 0.5430 0.258
C -0.3159 -1.9750 0.0619 -0.685
N 0.9287 -1.4128 0.4586 -0.130
C 1.5484 -0.2987 -0.0858 -1.249
S 3.1308 -0.1115 -0.4476 0.621
S -1.7241 -1.5591 -0.7774 0.603
S 0.6379 1.0236 -0.7426 0.808
H -2.3486 2.7268 0.7147 0.075
H -0.1387 -2.9473 0.6052 0.066
C -1.4870 2.4400 0.0341 -0.127
```

Values from the calculation:
- HOMO level: -8.7 eV
- E_LUMO: -0.92 eV
- Molar mass: 164.3 g mol⁻¹
- F_max: 5.3 eV/Å
- Frontier orbital gap: 7.74 eV
- Energy above the lowest of the compared OMol25 structures with the same formula, charge and spin: 336.2 kJ/mol

***

4.
# C5H11F2O3PS

A 2-piece molecular cluster, C5H11F2O3PS overall (ωB97M-V with the def2-TZVPD basis set, the OMol25 dataset).

```
23
Properties=species:S:1:pos:R:3:lowdin_charge:R:1
F 1.2664 1.5500 -0.3643 -0.303
P -0.1314 0.6912 -0.0852 1.023
H -1.1263 -2.0442 -2.8358 0.068
F -1.0462 2.0579 0.1532 -0.312
H -2.7445 -1.1846 2.6789 0.081
O 1.6669 -1.0971 -1.3876 -0.368
O -0.6749 -1.5527 -2.1616 -0.232
H -1.4966 -2.4211 2.3748 0.096
H -0.2164 0.9255 -3.1999 0.052
C -0.6608 -0.3370 2.5457 -0.182
H 1.7680 1.8688 1.9236 0.089
H -2.0520 -1.2687 1.0126 0.072
C -1.7562 -1.3075 2.1233 -0.116
C 0.7515 0.4730 -3.3605 -0.102
H 0.9277 1.3454 3.5297 0.060
H 0.1709 2.5709 2.3768 0.122
C 0.0399 0.5133 1.7939 -0.436
C 0.8093 1.5707 2.4844 -0.136
H 1.0699 0.4659 -4.3516 0.031
H -0.3197 -0.2401 3.5639 0.092
H 1.5559 0.9049 -2.6121 0.089
S 0.8824 -1.2394 -2.6251 0.617
O 1.3162 -2.2450 -3.5768 -0.303
```

Values from the calculation:
- HOMO level: -9.3 eV
- E_LUMO: 0.36 eV
- Molar mass: 220.2 g mol⁻¹
- F_max: 4.5 eV/Å
- SMILES string: C/C=C(/C)P(F)F.CS(=O)(=O)O
- Frontier orbital gap: 9.71 eV
- Energy above the lowest of the compared OMol25 structures with the same formula, charge and spin: 33.2 kJ/mol

***

5.
# C3H4NOS

An isolated ion of composition C3H4NOS and charge -1 (ωB97M-V with the def2-TZVPD basis set, the OMol25 dataset).

```
10
Properties=species:S:1:pos:R:3:lowdin_charge:R:1
H -0.0492 1.0827 -0.8404 0.115
C 0.0825 -0.7295 0.4730 -0.207
N -0.0089 1.7053 1.2416 0.026
H -0.0834 2.7359 0.9291 0.059
H -0.7523 -0.9374 1.0087 0.037
C 0.0526 -1.1251 -0.9402 -1.152
S -1.4864 -1.4337 -1.6191 0.374
C 0.0687 0.8834 0.2923 -0.255
O 1.1050 -1.2896 -1.5447 -0.120
H 1.0714 -0.8921 0.9997 0.124
```

Values from the calculation:
- HOMO level: -3.3 eV
- E_LUMO: 3.98 eV
- Molar mass: 102.1 g mol⁻¹
- F_max: 5.7 eV/Å
- Total charge: -1
- SMILES string: [H]/N=C/CC([O-])=S
- Frontier orbital gap: 7.24 eV
- Energy above the lowest of the compared OMol25 structures with the same formula, charge and spin: 37.3 kJ/mol

***

6.
# C4H13N2O2

A 2-piece molecular cluster, C4H13N2O2 overall (ωB97M-V with the def2-TZVPD basis set, the OMol25 dataset).

```
21
Properties=species:S:1:pos:R:3:mulliken_spin:R:1
H 1.9915 1.6780 -2.9215 -0.002
H -0.0485 2.8444 -1.7425 0.041
C 0.1278 0.4852 0.6011 -0.092
H 0.9084 -3.1274 2.4809 0.001
H -1.1091 1.3006 -1.7944 0.002
C -1.1515 -0.3899 0.2729 -0.008
C 1.2079 1.0887 -2.6326 0.181
H 1.5165 1.7719 -0.0893 -0.026
H -2.0399 0.0096 0.0293 -0.003
C 0.0854 1.7283 -1.6136 0.045
N -1.4422 -1.2398 1.6643 -0.002
O 0.6292 0.3775 1.6996 0.279
H 1.3081 -1.5234 2.7003 0.000
H -2.4588 -1.5781 1.6964 0.000
H -1.3081 -0.5556 2.4712 0.000
N 0.5217 1.4550 -0.2570 0.565
H 1.5821 0.1574 -2.4328 -0.003
H 0.4102 0.9475 -3.4447 0.027
O 0.8554 -2.2402 2.0769 0.001
H -0.7947 -2.0141 1.7942 0.000
H -0.7912 -1.1755 -0.5586 -0.005
```

Values from the calculation:
- HOMO level (spin up / spin down): -19.4 / -19.4 eV
- E_LUMO (spin up / spin down): -7.67 / -12.87 eV
- Molar mass: 121.2 g mol⁻¹
- F_max: 6.9 eV/Å
- Total charge: +2
- Multiplicity: 2
- Frontier orbital gap (spin up / spin down): 11.72 / 6.52 eV
- Energy above the lowest of the compared OMol25 structures with the same formula, charge and spin: 222.7 kJ/mol

***

7.
# C4H9N2

C4H9N2 as an isolated structure (ωB97M-V with the def2-TZVPD basis set, the OMol25 dataset).

```
15
Properties=species:S:1:pos:R:3:mulliken_spin:R:1
H -2.9269 -1.3529 -1.0867 -0.020
N -2.7090 -0.4026 -0.8001 1.044
H 0.5881 0.7889 2.2881 0.001
H -0.1206 1.4771 0.1131 0.011
C 0.6789 -0.8603 -1.2570 -0.032
H 2.2074 0.7953 -1.4651 0.014
C 0.5294 0.6086 0.2040 -0.015
H 0.7102 -1.5923 -2.0413 0.005
H -2.5744 0.1422 -1.6481 -0.023
C 1.3871 0.2848 -1.0051 0.465
H 1.7533 -0.2220 1.6640 0.006
H -0.7447 -1.3721 0.4857 -0.007
H 1.9368 1.4344 1.5406 0.001
C -0.1135 -0.7342 -0.0987 0.537
N 1.2554 0.6663 1.5211 0.014
```

Values from the calculation:
- HOMO level (spin up / spin down): -11.9 / -14.2 eV
- E_LUMO (spin up / spin down): -3.71 / -4.88 eV
- Molar mass: 85.1 g mol⁻¹
- F_max: 1.1 eV/Å
- Total charge: +1
- Multiplicity: 3
- Frontier orbital gap (spin up / spin down): 8.20 / 9.34 eV
- Energy above the lowest of the compared OMol25 structures with the same formula, charge and spin: 114.6 kJ/mol

***

8.
# C16H30O8S2

A 3-piece molecular cluster, C16H30O8S2 overall (ωB97M-V with the def2-TZVPD basis set, the OMol25 dataset).

```
56
Properties=species:S:1:pos:R:3:lowdin_charge:R:1
O -2.7445 -2.0471 -0.3920 -0.023
S 4.5976 0.7556 3.4458 0.653
C -4.2098 3.1454 -4.3323 -0.225
H 2.1108 0.1730 0.0000 0.094
H 3.5480 -1.1755 4.3701 0.107
H 6.4545 0.9391 4.8895 0.110
H 3.1624 0.2164 6.6956 0.116
C 4.6631 1.6015 5.9210 -0.225
O -3.9466 4.1049 -6.7712 -0.325
H -0.1001 -3.5134 -0.8317 0.123
H 0.9551 -2.6764 2.1062 0.111
C 3.0076 -0.4727 0.2901 -0.094
O 2.6883 -1.8814 0.4332 -0.235
H 5.2223 1.8184 6.8334 0.117
H 3.9048 2.3811 5.7951 0.121
H 5.8807 2.5488 4.3599 0.110
H 0.0619 -4.2578 1.9142 0.113
H 4.7161 -0.5204 6.3066 0.119
H 2.4102 -2.8534 -1.4044 0.128
H -1.2254 0.6381 0.3765 0.139
H -2.8771 1.2936 -5.9558 0.122
H -4.7427 1.6083 -7.5094 0.108
C -1.5678 -1.5036 0.2968 -0.250
S -4.9164 3.4114 -5.9548 0.665
H -4.8753 3.5622 -3.5757 0.104
H 1.3392 -4.4781 -0.0749 0.112
H 1.2246 -1.4791 -1.1109 0.106
O -6.2775 3.8772 -5.8117 -0.332
H -1.3324 -2.0076 2.5391 0.124
C 3.5015 -0.1043 4.5692 -0.224
C -2.1369 -0.0313 0.5868 -0.068
C -2.9291 -1.0456 -1.4248 -0.371
H -3.2150 1.3864 -3.5227 0.101
C 1.7754 -2.3404 -0.5877 -0.229
H 3.8740 -0.3746 -0.4606 0.112
H -0.8283 -1.3452 -0.5550 0.137
H -5.9327 1.2975 -6.2100 0.109
O -3.0104 -1.1873 -2.6508 0.132
C 3.9882 0.2297 5.9808 -0.218
O -2.9343 0.1736 -0.6394 -0.034
C 5.5758 1.5602 4.7023 -0.233
H 3.3680 -0.1029 1.3195 0.052
C -4.9420 1.6950 -6.4416 -0.236
H -2.0339 -3.3277 1.4839 0.131
C -3.8726 1.0418 -5.5757 -0.222
H -4.9578 1.2134 -3.7198 0.122
H 2.4877 0.2621 4.3984 0.107
C 0.1992 -3.2193 1.4216 -0.192
H -3.2439 3.6522 -4.2976 0.106
H -3.9679 -0.0458 -5.5729 0.116
C -1.2322 -2.4972 1.4962 -0.110
C 0.7560 -3.4956 -0.0543 -0.152
O 5.4244 -0.2081 2.7560 -0.320
O 3.8372 1.7632 2.7419 -0.325
H -2.6275 0.2104 1.5840 0.143
C -4.0546 1.6311 -4.1761 -0.226
```

Values from the calculation:
- HOMO level: -9.7 eV
- E_LUMO: 0.31 eV
- Molar mass: 414.5 g mol⁻¹
- F_max: 5.2 eV/Å
- SMILES string: COCCCC[C@@H]1COC(=O)O1.O=S1(=O)CCCC1.O=S1(=O)CCCC1
- Frontier orbital gap: 10.04 eV